A structure of composition C38H32ClN5O4PS2V. Source: the OMol25 dataset; level of theory: ωB97M-V/def2-TZVPD.

Each line ends with the Mulliken charge.
CARTESIAN COORDINATES (ANGSTROEM)
V (0.37206, 0.60135, 0.42566)  -0.442
S (1.24268, -1.51112, -0.78853)  -0.641
C (2.44607, -0.31525, -1.11232)  0.554
C (3.49473, -0.44495, -2.04089)  -0.953
C (4.34207, 0.61577, -2.24029)  -0.267
C (4.14471, 1.81534, -1.54090)  -1.093
C (3.08647, 1.88848, -0.67191)  -0.321
N (2.27017, 0.84478, -0.45572)  0.768
H (3.60500, -1.37800, -2.57520)  0.500
H (5.15710, 0.53102, -2.94833)  0.418
H (4.79195, 2.66791, -1.68565)  0.512
H (2.85151, 2.78621, -0.11119)  0.456
C (-1.09968, -3.22325, 4.75850)  -0.603
C (-0.49882, -3.59607, 3.56364)  -0.712
C (0.31872, -2.70158, 2.89166)  -0.083
C (0.55369, -1.43201, 3.42045)  0.049
C (-0.05671, -1.06098, 4.61330)  -0.518
C (-0.88055, -1.95690, 5.27961)  -0.634
P (1.53323, -0.27912, 2.42754)  2.209
C (3.27630, -0.69776, 2.73386)  0.382
C (3.65470, -1.85693, 3.40424)  -0.491
C (4.99879, -2.13981, 3.60922)  -0.707
C (5.97372, -1.27057, 3.14548)  -0.508
C (5.60192, -0.11142, 2.47660)  -0.823
C (4.26242, 0.17294, 2.27091)  -0.369
C (1.28270, 1.41683, 2.98339)  -0.545
C (1.63924, 2.06283, 4.16638)  -0.355
C (1.32385, 3.40302, 4.30021)  -0.818
C (0.67646, 4.07482, 3.26081)  -0.694
C (0.35418, 3.42338, 2.07999)  -0.511
C (0.65081, 2.06604, 1.91080)  0.942
H (-1.75186, -3.91580, 5.27457)  0.393
H (-0.68233, -4.57706, 3.14474)  0.442
H (0.76395, -2.97868, 1.94163)  0.442
H (0.08977, -0.06436, 5.00993)  0.345
H (-1.36286, -1.65894, 6.20153)  0.402
H (2.90211, -2.54253, 3.77129)  0.360
H (5.28037, -3.04298, 4.13510)  0.413
H (7.02077, -1.49208, 3.30708)  0.390
H (6.35728, 0.57434, 2.11450)  0.424
H (3.98172, 1.08503, 1.76003)  0.448
H (2.15849, 1.53293, 4.95758)  0.537
H (1.58220, 3.93598, 5.20673)  0.415
H (0.43517, 5.12458, 3.38177)  0.419
H (-0.12747, 3.97731, 1.28040)  0.455
O (-4.36711, -3.31056, 1.39010)  -0.571
C (-4.28895, -3.53961, 0.09057)  0.467
O (-4.88030, -4.45013, -0.43244)  -0.616
C (-3.44017, -2.60913, -0.71463)  -0.294
C (-3.29641, -2.68277, -2.08921)  -0.214
Cl (-3.90182, -3.81538, -3.20042)  -0.140
N (-2.46104, -1.68355, -2.47589)  0.196
N (-2.03305, -0.97953, -1.42437)  0.336
C (-2.59863, -1.51694, -0.36527)  0.342
C (-2.27063, -0.90746, 0.95792)  0.511
O (-2.87254, -1.24190, 1.97265)  -0.852
O (-1.34131, -0.02554, 0.91700)  -0.250
C (-1.98771, -1.28337, -3.76238)  0.087
C (-0.65430, -0.90701, -3.85900)  0.379
C (-0.17008, -0.47021, -5.08170)  -0.625
C (-1.00541, -0.41312, -6.18990)  -0.567
C (-2.33855, -0.77917, -6.07193)  -0.755
C (-2.84251, -1.20928, -4.85192)  -0.395
H (-3.84322, -2.50830, 1.65828)  0.427
H (-0.02051, -0.95709, -2.98145)  -0.026
H (0.86903, -0.17922, -5.16568)  0.444
H (-0.61872, -0.08101, -7.14471)  0.403
H (-2.99527, -0.72957, -6.93055)  0.372
H (-3.88290, -1.48312, -4.75369)  0.496
C (-1.62512, 3.03281, -4.18384)  -0.862
N (-2.32390, 2.71458, -2.96413)  0.145
C (-3.77375, 2.54891, -2.93943)  -0.606
C (-4.06130, 2.15022, -1.47785)  -0.494
N (-2.72450, 2.09353, -0.90763)  0.027
C (-1.76893, 2.35086, -1.80307)  0.447
S (-0.11391, 2.21392, -1.49318)  -0.571
H (-1.93306, 4.01430, -4.54923)  0.297
H (-1.83991, 2.28210, -4.94927)  0.251
H (-0.55677, 3.04267, -3.98541)  0.280
H (-4.06473, 1.76709, -3.64668)  0.312
H (-4.27278, 3.47618, -3.22469)  0.398
H (-4.55947, 1.18228, -1.40636)  0.201
H (-4.67084, 2.89320, -0.96363)  0.413
H (-2.48572, 1.64754, -0.03517)  0.018

Computed properties:
HOMO energy (alpha / beta) = -7.646 / -7.819 eV
ΔE to the lowest compared entry with this formula, charge and spin = 23.8 kJ/mol
Frontier orbital gap (alpha / beta) = 7.81 / 8.05 eV
LUMO level (alpha / beta) = 0.17 / 0.23 eV
Spin multiplicity = 3

---

A structure of composition C3H2GaO4 in a non-equilibrium geometry. Source: the OMol25 dataset; level of theory: ωB97M-V/def2-TZVPD.

Each line ends with the natural charge from an NBO analysis.
CARTESIAN COORDINATES (ANGSTROEM)
C (0.53701, -1.57881, 0.57734)  0.304
C (0.87449, -0.62950, -0.86686)  0.534
O (-0.03516, -0.28890, -1.57916)  -0.774
O (1.47331, -2.00903, 1.19069)  -0.081
H (-0.44995, -2.08167, 0.55198)  0.333
H (1.18016, 0.32526, -0.04887)  0.138
O (-0.90922, 1.74518, 0.80790)  -0.242
O (-1.41926, 2.15178, -0.37277)  -0.395
C (-0.06883, 1.32821, 1.51205)  0.942
Ga (-1.18256, 1.03749, -1.77230)  2.242

Computed properties:
HOMO energy (alpha / beta) = -24.490 / -24.597 eV
Net charge = +3
ΔE to the lowest compared entry with this formula, charge and spin = 133.5 kJ/mol
Frontier orbital gap (alpha / beta) = 4.52 / 4.58 eV
LUMO level (alpha / beta) = -19.97 / -20.01 eV
Spin multiplicity = 1

---

Let's list DFT total energy in order: -4584.0750, -2339.3420 Eh.